A 8-piece molecular cluster, C5H22O8 overall at a distorted geometry. Source: the OMol25 dataset; level of theory: wB97M-V/def2-TZVPD.

Structure (XYZ):
```
35
Properties=species:S:1:pos:R:3:forces:R:3:lowdin_charge:R:1
C 0.826 1.981 -1.088 -1.45 0.62 -2.02 0.066
C -0.204 1.090 -1.298 3.06 2.19 4.66 -0.081
C -0.579 0.291 -0.059 -1.84 -0.30 1.44 -0.342
O 0.310 -0.744 0.051 1.74 -0.61 0.36 -0.050
C -1.637 0.269 0.839 3.50 -0.26 -1.54 -0.097
C -1.724 -0.747 1.929 -1.04 -2.69 0.75 -0.102
H 0.899 2.486 -0.139 0.38 -0.57 0.60 0.044
H 1.469 2.536 -1.849 -1.26 -1.18 0.57 0.090
H -0.533 0.655 -2.143 -0.62 -1.09 -3.22 0.042
H 1.299 -0.561 -0.131 -1.88 -0.09 -0.43 0.082
H -2.395 0.960 0.698 -1.42 1.22 -0.20 0.068
H -0.982 -0.849 2.771 -0.08 0.51 -1.34 0.073
H -2.671 -0.808 2.525 0.37 0.92 -0.78 0.077
H -1.802 -1.766 1.417 0.61 0.99 0.69 0.095
O -2.249 -0.671 -3.038 6.89 2.59 1.18 -0.021
H -2.939 -1.189 -3.193 -4.55 -3.79 -1.02 -0.046
H -1.418 -1.266 -2.987 -2.39 1.10 -0.21 0.078
O 4.332 0.458 0.933 -2.49 2.22 0.05 -0.106
H 4.108 -0.090 1.694 0.00 -0.24 0.13 0.017
H 3.492 1.080 0.923 2.61 -1.75 -0.02 0.105
O 2.030 -1.057 2.612 -2.88 0.54 -1.67 -0.118
H 1.576 -1.038 1.678 1.28 -0.20 2.44 0.048
H 1.216 -0.826 3.155 1.67 -0.34 -0.69 0.052
O -0.096 2.571 2.303 -1.20 0.31 0.44 -0.089
H -0.918 2.725 2.844 1.27 -0.25 -0.98 0.068
H -0.419 2.356 1.406 -0.05 -0.03 0.76 -0.005
O 2.853 -1.182 -0.622 0.71 -1.28 -0.50 -0.061
H 3.168 -2.113 -0.605 -0.69 0.74 0.06 0.092
H 3.683 -0.707 -0.771 -0.20 0.41 0.42 0.050
O -0.730 -3.152 -1.996 -0.30 -2.04 -1.00 -0.051
H -0.539 -2.563 -1.294 0.45 0.83 1.48 -0.015
H -0.663 -4.076 -1.650 -0.06 1.40 -0.34 0.073
O -3.106 2.251 -1.403 1.75 0.67 1.54 -0.036
H -2.184 1.909 -1.397 -0.88 0.51 0.06 0.003
H -3.474 1.788 -2.116 -1.02 -1.07 -1.65 -0.001
```
Positions in Å, forces in eV/Å.

## Properties
energy relative to the best compared isomer or geometry (same formula, charge and spin) = 3.396 eV
LUMO level = 0.24 eV
multiplicity = 1
SMILES string = C=C/C(O)=C/C.O.O.O.O.O.O.O
E = -21918.95724 eV
orbital gap = 9.08 eV

=====

One molecule with the formula C3H5NO2S at a distorted geometry. Source: the OMol25 dataset; level of theory: wB97M-V/def2-TZVPD.

Structure (XYZ):
```
12
Properties=species:S:1:pos:R:3:forces:R:3:lowdin_charge:R:1
O 2.069 -1.189 0.201 1.02 -0.38 0.57 0.116
C 0.986 -0.750 -0.025 -0.91 0.53 -1.62 -0.523
N 0.014 -1.446 -0.748 -1.86 3.20 1.13 -0.158
S -1.668 -0.836 -0.240 1.98 -0.31 -0.73 0.867
C -0.901 0.550 0.708 -1.33 0.55 1.50 -0.410
C 0.523 0.711 0.201 -1.28 -1.73 -1.51 -0.330
O 0.506 1.400 -1.073 -0.66 -0.71 0.83 -0.025
H 0.134 -2.404 -0.736 0.05 -2.39 0.10 0.056
H -1.100 0.345 1.797 1.02 -0.07 -0.92 0.094
H -1.493 1.473 0.568 0.29 -0.38 -0.45 0.089
H 1.242 1.080 0.868 0.69 1.33 0.81 0.135
H -0.311 1.068 -1.522 0.99 0.37 0.28 0.089
```
Positions in Å, forces in eV/Å.

## Properties
energy relative to the best compared isomer or geometry (same formula, charge and spin) = 1.092 eV
LUMO level = 0.20 eV
multiplicity = 1
SMILES string = O=C1NSC[C@@H]1O
E = -19611.41919 eV
orbital gap = 9.36 eV

=====

C4H4CuLi2O5 as an isolated structure at a distorted geometry. Source: the OMol25 dataset; level of theory: wB97M-V/def2-TZVPD.

Structure (XYZ):
```
16
Properties=species:S:1:pos:R:3:forces:R:3:lowdin_charge:R:1
O -3.537 1.801 0.056 0.11 0.15 0.30 -0.070
C -2.638 1.204 0.697 -0.84 -0.19 0.00 -0.804
O -2.829 0.665 1.813 -0.22 -0.18 0.49 -0.083
Li -4.651 1.390 1.623 0.71 -0.04 -0.37 0.842
O -1.423 1.115 0.128 0.47 0.01 -0.82 0.019
C -0.570 0.057 0.532 -0.07 0.04 0.58 -0.156
C 0.602 0.048 -0.428 -0.22 1.22 -0.21 -0.164
H -1.101 -0.905 0.493 0.05 0.20 0.04 0.139
H -0.224 0.211 1.564 -0.05 -0.06 -0.23 0.141
H 0.261 -0.213 -1.440 0.23 0.05 0.20 0.142
H 1.104 1.025 -0.462 -0.32 -0.21 -0.03 0.139
O 1.514 -0.926 0.065 0.01 -0.99 0.01 -0.142
C 2.684 -1.182 -0.560 0.28 -1.13 -0.12 -0.456
O 3.100 -0.328 -1.354 1.50 0.36 -0.85 -0.125
Cu 5.333 -0.707 -2.243 -1.63 0.38 0.67 0.791
Li 2.376 -3.255 -0.482 -0.01 0.38 0.36 0.787
```
Positions in Å, forces in eV/Å.

## Properties
energy relative to the best compared isomer or geometry (same formula, charge and spin) = 0.181 eV
LUMO level = -5.74 eV
multiplicity = 1
total charge = +1
E = -59493.27678 eV
orbital gap = 5.93 eV

=====

A 5-piece molecular cluster, C51H54N3O17PSSi overall at a distorted geometry. Source: the OMol25 dataset; level of theory: wB97M-V/def2-TZVPD.

Structure (XYZ):
```
128
Properties=species:S:1:pos:R:3:forces:R:3:lowdin_charge:R:1
C -0.369 0.620 2.200 0.23 -0.14 0.07 0.106
C -0.609 0.780 1.019 -0.47 1.12 0.00 -0.154
N -1.011 1.267 -0.268 1.02 -2.38 0.45 -0.067
C -2.099 0.466 -0.845 -3.07 -1.21 -1.16 -0.204
C -3.488 1.020 -0.656 1.24 -2.49 -1.76 -0.220
P -3.721 2.640 0.286 -2.09 -0.42 0.16 0.726
O -5.149 3.141 0.260 1.55 -0.59 -0.29 -0.493
C -4.628 0.270 -1.257 2.22 -0.61 -0.19 -0.018
C -4.403 -0.994 -2.028 1.44 0.15 0.65 -0.206
C -5.621 -1.764 -2.700 0.66 1.57 -0.29 -0.074
C -3.027 -1.559 -2.214 -0.19 2.98 1.69 -0.028
C -1.886 -0.813 -1.616 -1.40 1.90 0.71 -0.380
S -0.116 -1.321 -1.774 -0.77 1.24 -0.28 0.947
C 0.695 0.324 -2.012 0.14 2.18 0.14 -0.320
C 1.838 0.523 -2.987 -1.32 1.44 0.90 -0.176
C 2.243 -0.770 -3.790 -0.35 -0.16 0.88 -0.178
C 3.099 -1.710 -2.798 -0.93 -0.43 -0.10 -0.275
N 4.364 -2.234 -3.393 0.04 0.00 1.46 -0.032
C 2.501 1.893 -3.136 -3.26 -0.62 2.93 -0.116
Si 3.963 2.130 -4.338 0.23 -0.94 -1.03 0.561
C 3.198 2.086 -6.119 0.13 -0.49 -0.44 -0.192
C 5.169 0.616 -4.293 0.33 0.55 1.08 -0.201
C 5.060 3.656 -4.051 0.43 0.68 -0.77 -0.203
C 1.899 3.008 -2.288 -0.59 -1.76 0.67 -0.106
C 2.424 4.494 -2.362 -0.61 1.93 -0.36 -0.162
C 2.021 5.095 -3.796 -1.25 -0.55 0.39 -0.127
C 0.622 5.010 -4.104 1.15 0.52 0.31 -0.022
C 0.754 2.775 -1.323 0.03 -1.63 -1.34 -0.117
N 0.189 3.830 -0.468 1.25 -0.79 -0.52 -0.026
C 1.095 4.008 0.694 -0.16 -0.65 1.52 -0.220
C 0.579 5.077 1.771 1.49 -0.49 -0.12 -0.180
C 1.704 6.192 1.904 -0.93 0.30 -0.52 -0.250
C 1.925 6.932 0.497 0.48 0.25 1.07 -0.118
C 0.120 1.430 -1.181 3.26 0.98 -2.42 -0.132
H -0.098 0.461 3.272 -0.47 0.14 -1.83 0.052
H -3.371 2.310 1.645 0.42 0.14 -0.83 0.019
H -2.784 3.605 -0.190 0.01 -0.71 0.16 0.007
H -5.664 0.704 -1.141 1.31 -0.63 -0.17 0.115
H -6.056 -1.026 -3.455 0.31 -1.00 0.95 0.088
H -6.413 -2.024 -1.945 0.95 0.08 -0.83 0.061
H -5.255 -2.640 -3.305 -0.43 0.75 0.94 0.077
H -2.811 -2.487 -2.807 -0.44 1.08 0.70 0.107
H 2.745 -0.579 -4.778 -0.22 -0.01 1.24 0.091
H 1.306 -1.372 -4.031 1.03 1.07 0.25 0.086
H 3.237 -1.151 -1.821 0.09 -0.61 -1.11 0.117
H 2.459 -2.616 -2.541 0.58 1.21 -0.28 0.098
H 4.423 -3.234 -3.160 -0.07 0.54 -0.26 0.064
H 5.119 -1.814 -2.828 -0.27 -0.34 -0.79 0.056
H 3.542 1.130 -6.640 -0.34 1.18 0.69 0.034
H 2.068 2.022 -6.099 1.27 0.44 -0.08 0.037
H 3.583 2.938 -6.749 -0.70 -0.73 0.56 0.031
H 5.097 0.224 -3.225 0.13 0.11 -1.45 0.028
H 6.245 0.984 -4.387 -1.37 -0.50 -0.16 0.042
H 4.920 -0.162 -5.065 0.42 0.67 1.06 0.031
H 4.590 4.531 -4.607 0.67 -0.88 1.06 0.024
H 5.288 3.900 -2.974 -0.25 -0.17 -1.23 0.032
H 6.046 3.465 -4.594 -1.19 0.12 0.77 0.048
H 1.890 5.173 -1.616 0.60 -1.23 -0.66 0.079
H 3.522 4.608 -2.134 -1.19 -0.24 -0.38 0.088
H 2.772 5.535 -4.514 -0.48 -2.13 0.24 0.089
H 0.165 4.219 -4.760 0.64 2.02 -0.83 0.067
H -0.061 5.752 -3.598 0.28 -2.09 0.93 0.060
H 0.041 4.694 -0.997 0.29 -0.37 0.22 0.092
H 2.186 4.193 0.410 -1.30 0.06 0.19 0.108
H 1.109 3.006 1.241 -0.01 1.13 -0.90 0.110
H 0.509 4.555 2.776 -0.20 0.59 -1.20 0.105
H -0.438 5.477 1.489 1.15 -0.24 0.26 0.112
H 2.684 5.729 2.248 -1.28 0.52 -0.33 0.099
H 1.347 6.938 2.672 0.60 -0.71 -0.71 0.100
H 1.007 6.838 -0.156 1.11 0.13 0.61 0.074
H 2.131 8.030 0.703 -0.34 -1.23 -0.43 0.074
H 2.857 6.524 0.008 -1.20 0.36 0.22 0.056
O -8.868 -8.342 0.499 -0.23 0.29 -0.17 0.113
C -8.253 -7.304 0.333 0.53 -0.45 0.28 -0.314
C -6.836 -7.166 0.670 -0.31 -0.15 -0.02 0.079
C -6.205 -6.002 0.487 0.97 -0.49 0.39 -0.221
O -4.896 -5.853 0.789 -0.90 0.48 -0.43 0.095
C -6.916 -4.809 -0.060 -0.54 0.35 -0.26 -0.299
O -6.307 -3.763 -0.194 0.16 -0.20 0.08 0.095
C -8.327 -4.952 -0.419 0.31 0.18 0.04 0.081
C -8.957 -6.117 -0.239 -0.90 0.46 -0.40 -0.226
O -10.258 -6.272 -0.565 0.88 -0.45 0.40 0.104
H -6.333 -8.037 1.067 0.00 0.03 0.00 0.137
H -4.680 -4.924 0.570 0.06 -0.03 0.18 0.101
H -8.825 -4.085 -0.830 -0.01 -0.03 0.02 0.138
H -10.476 -7.197 -0.339 -0.05 0.10 -0.04 0.119
O -6.312 -1.517 3.419 0.24 -0.22 -0.23 0.120
C -5.588 -2.277 4.036 -0.42 0.30 0.46 -0.311
C -5.680 -2.450 5.487 -0.06 0.11 -0.26 0.078
C -4.854 -3.284 6.125 -0.51 0.27 0.88 -0.227
O -4.925 -3.459 7.464 0.50 -0.27 -0.86 0.100
C -3.811 -4.062 5.391 0.39 -0.28 -0.56 -0.305
O -3.065 -4.797 6.013 -0.24 0.21 0.27 0.109
C -3.735 -3.907 3.938 0.08 -0.15 0.25 0.082
C -4.564 -3.076 3.300 0.50 -0.27 -0.82 -0.216
O -4.509 -2.922 1.958 -0.44 0.26 0.93 0.083
H -6.438 -1.879 6.007 0.03 -0.01 0.00 0.137
H -4.225 -4.106 7.679 -0.09 0.08 0.04 0.117
H -2.988 -4.488 3.416 -0.01 0.03 0.05 0.115
H -5.205 -2.270 1.740 0.09 -0.08 -0.18 0.113
O 7.191 3.049 1.408 -0.31 0.25 -0.14 0.113
C 7.177 4.096 2.030 0.59 -0.34 0.29 -0.313
C 8.165 4.414 3.062 -0.15 -0.18 -0.24 0.077
C 8.100 5.568 3.732 0.88 -0.32 0.53 -0.227
O 9.004 5.881 4.686 -0.87 0.31 -0.52 0.103
C 7.026 6.569 3.458 -0.54 0.36 -0.25 -0.312
O 6.991 7.601 4.102 0.30 -0.24 0.08 0.115
C 6.052 6.262 2.409 0.09 0.17 0.20 0.077
C 6.119 5.109 1.738 -0.82 0.37 -0.49 -0.227
O 5.231 4.807 0.764 0.77 -0.34 0.46 0.080
H 8.936 3.680 3.253 -0.02 0.02 0.01 0.138
H 8.739 6.762 5.017 0.08 -0.09 0.02 0.119
H 5.289 7.002 2.208 0.01 -0.02 0.00 0.134
H 5.495 3.923 0.439 -0.10 0.06 0.01 0.116
O 0.171 -7.431 -0.325 0.40 -0.04 0.06 0.111
C 0.502 -7.032 0.777 -0.72 0.10 0.01 -0.313
C -0.461 -6.512 1.749 0.10 -0.11 -0.28 0.081
C -0.050 -6.069 2.941 -1.03 0.21 0.20 -0.218
O -0.924 -5.587 3.853 1.11 -0.24 -0.31 0.084
C 1.394 -6.084 3.323 0.72 -0.09 0.02 -0.311
O 1.729 -5.655 4.412 -0.39 0.01 -0.07 0.116
C 2.354 -6.627 2.361 -0.09 0.13 0.26 0.077
C 1.943 -7.073 1.170 1.01 -0.23 -0.19 -0.228
O 2.812 -7.579 0.268 -0.98 0.24 0.19 0.099
H -1.503 -6.504 1.459 0.01 0.00 0.01 0.133
H -0.382 -5.332 4.625 -0.21 0.00 0.03 0.121
H 3.394 -6.649 2.656 -0.03 0.00 -0.02 0.137
H 2.270 -7.828 -0.505 0.10 0.01 0.05 0.118
```
Positions in Å, forces in eV/Å.

## Properties
LUMO level = -1.74 eV
multiplicity = 1
SMILES string = C#CN1c2c([PH2]=O)cc(C)cc2Sc2c(CCN)c([Si](C)(C)C)c(CC=C)c(NCCCC)c21.O=C1C=C(O)C(=O)C=C1O.O=C1C=C(O)C(=O)C=C1O.O=C1C=C(O)C(=O)C=C1O.O=C1C=C(O)C(=O)C=C1O
E = -121029.85455 eV
orbital gap = 5.88 eV

=====

C10H9HoI2N3O4SYb as an isolated structure at a distorted geometry. Source: the OMol25 dataset; level of theory: wB97M-V/def2-TZVPD.

Structure (XYZ):
```
31
Properties=species:S:1:pos:R:3:forces:R:3:mulliken_spin:R:1
I 5.000 -1.154 1.155 0.31 0.10 0.06 0.540
I 4.706 1.398 1.231 0.36 -0.08 0.07 0.453
Ho 0.097 1.712 -0.068 3.70 -0.52 -1.43 4.050
Yb 0.173 -1.874 0.064 1.17 -1.81 -0.74 -0.001
S 1.171 -0.085 -1.680 -0.70 0.80 0.43 -0.023
C -2.044 -1.780 -0.982 -5.40 -0.03 -2.61 0.000
C -1.875 -2.168 1.437 -5.52 -0.08 4.15 0.000
C 0.652 -0.035 -3.508 0.12 0.21 -1.30 -0.001
C 1.519 1.044 -4.189 -0.13 0.07 0.62 -0.001
C -0.826 0.307 -3.635 -0.17 -0.32 0.22 0.000
C 0.947 -1.405 -4.106 0.44 -0.30 0.21 0.000
C -1.313 2.633 1.622 -5.11 2.78 6.07 -0.010
C -2.111 1.187 -0.387 -8.01 -1.39 -0.98 -0.002
O -2.879 -2.098 2.021 4.85 -0.36 -2.86 0.000
O -3.146 -1.750 -1.331 4.54 -0.23 1.39 0.000
O -2.058 2.958 2.458 4.06 -1.75 -4.50 0.001
O -3.255 0.995 -0.454 5.65 1.00 0.35 0.004
H 1.323 1.059 -5.268 0.02 -0.08 0.24 0.000
H 2.577 0.846 -4.015 -0.03 0.03 -0.20 0.000
H 1.282 2.039 -3.781 0.07 -0.20 -0.21 0.000
H -1.109 0.277 -4.702 0.06 0.02 0.45 0.000
H -1.034 1.313 -3.267 -0.05 0.30 -0.03 -0.001
H -1.466 -0.397 -3.081 0.18 0.12 -0.37 0.000
H 0.739 -1.402 -5.185 0.00 0.11 0.29 0.000
H 0.346 -2.198 -3.655 -0.14 0.01 -0.03 0.000
H 2.001 -1.679 -3.973 -0.19 0.11 -0.13 0.000
N 0.201 -0.011 1.338 0.05 1.61 -0.54 -0.004
C 0.118 -0.143 2.546 -0.63 -1.40 3.87 0.002
N -0.038 -0.508 3.722 0.46 0.94 -3.99 -0.005
C 0.101 0.191 4.832 0.21 1.32 3.79 0.001
N 0.199 0.727 5.869 -0.16 -1.00 -2.30 -0.003
```
Positions in Å, forces in eV/Å.

## Properties
energy relative to the best compared isomer or geometry (same formula, charge and spin) = 0.495 eV
expectation value of S² = 8.761
LUMO level (alpha / beta) = -15.32 / -16.62 eV
multiplicity = 6
total charge = +4
E = -107493.60766 eV
orbital gap (alpha / beta) = 6.30 / 5.02 eV

=====

- The lowest E belongs to which entry?
  C51H54N3O17PSSi